Entry 1:
Here is a structure of composition C16H21Cl3OSeTi in a non-equilibrium geometry from the OMol25 dataset. Energies are from ωB97M-V with the def2-TZVPD basis set.

Computed properties:
- energy relative to the best compared isomer or geometry (same formula, charge and spin) (kJ/mol) = 0.0
- LUMO level (hartree) = 0.167
- HOMO level (eV) = 0.01
- orbital gap (eV) = 4.5
- maximum force (eV/Å) = 3.06
- net charge = -2

Each line ends with the Mulliken charge.
Cartesian coordinates (Å):
C: 1.402 1.058 -3.499  -1.1383
C: 0.221 0.581 -2.718  0.0286
O: 0.027 -0.649 0.704  -0.4556
Ti: 0.506 0.653 -0.532  0.4577
C: 0.006 -0.760 -2.179  0.8435
C: -1.347 -0.801 -1.673  0.9230
H: 0.726 -2.681 -1.596  0.3698
H: 3.265 -2.500 4.566  0.3133
C: 0.899 -1.928 -2.368  -1.9956
H: 1.072 1.356 -4.504  0.3536
C: 1.566 -1.796 5.756  -0.3158
Se: 1.653 1.838 2.982  -0.4728
H: -1.634 2.666 -4.079  0.2846
C: 2.351 -0.748 3.705  -0.1887
H: -0.401 3.309 -2.978  0.2754
H: -0.437 -0.683 1.575  0.1665
Cl: 1.741 3.030 -1.632  -0.5990
H: -0.166 -0.902 6.686  0.2927
C: 0.542 -0.850 5.858  -0.3907
H: 0.691 -2.367 -3.349  0.2526
C: -3.347 0.858 -1.541  -1.7253
H: -4.031 0.836 -2.396  0.2714
H: 3.014 -0.716 2.839  0.2516
C: 2.469 -1.759 4.667  -0.5027
H: -3.763 0.190 -0.775  0.3623
H: -2.066 3.179 -2.453  0.3792
C: -1.958 0.470 -1.912  0.9320
H: 2.167 0.280 -3.597  0.3194
H: -0.359 0.912 4.970  0.3547
H: -3.349 1.879 -1.135  0.3439
H: -2.729 -1.720 -0.286  0.3883
H: 1.875 2.043 -2.996  0.0709
H: -2.619 -2.546 -1.852  0.2718
Cl: 2.698 0.227 -0.281  -0.3837
H: -1.309 -2.705 -0.664  0.3759
C: -1.293 2.688 -3.043  -1.5844
H: 1.950 -1.649 -2.328  0.3798
Cl: -0.526 2.477 0.351  -0.4285
C: 1.414 0.298 3.907  -0.1708
C: 0.424 0.170 4.917  -0.4563
C: -2.033 -1.998 -1.096  -2.0063
C: -1.017 1.325 -2.546  1.2639
H: 1.701 -2.564 6.526  0.2881

Entry 2:
Here is a structure of composition C16H21Cl5F3IrN4O7Se from the OMol25 dataset. Energies are from ωB97M-V with the def2-TZVPD basis set.

Computed properties:
- energy relative to the best compared isomer or geometry (same formula, charge and spin) (kJ/mol) = 119.0
- LUMO level (hartree) = -0.002
- HOMO level (eV) = -8.63
- orbital gap (eV) = 8.6
- maximum force (eV/Å) = 0.45
- net charge = 0

Each line ends with the Mulliken charge.
Cartesian coordinates (Å):
O: 2.635 1.115 -2.024  -0.4761
C: -0.119 1.203 4.525  -1.3110
Cl: -4.415 5.376 0.230  -0.1951
O: 4.020 0.481 0.157  -0.7352
C: 1.173 -3.539 -0.261  -1.6133
O: 1.880 -0.897 -2.615  -0.5862
H: -1.527 -4.240 -0.096  0.4386
H: -2.290 -2.174 0.965  0.3327
C: -2.399 1.999 0.915  1.2184
C: 1.465 0.468 -2.495  0.3329
C: -1.071 3.303 -0.528  0.9771
H: 0.067 2.057 5.172  0.4432
H: -0.511 -4.370 -3.009  0.2791
H: 1.349 -1.326 -3.298  0.3958
H: 1.919 -1.287 -0.713  0.1859
C: -1.338 -2.167 0.434  0.4469
H: 2.446 -0.819 0.730  0.3497
Cl: -4.820 2.792 1.889  -0.2089
H: -1.051 -0.975 -1.252  0.2847
H: -0.419 -3.313 1.958  0.6522
C: -3.214 4.147 0.216  0.5023
Cl: 0.357 3.674 -1.428  -0.1429
Se: 3.159 1.690 -0.454  1.2349
H: -2.157 -0.391 -0.210  0.4851
H: -0.019 -5.373 -1.817  0.2904
F: 0.315 0.254 -4.548  -0.2577
H: 0.225 -2.473 -1.850  -0.7244
H: 1.874 -2.728 1.587  0.2661
H: -2.102 -3.142 -1.343  0.3561
H: 0.963 2.873 1.821  0.1476
O: 0.147 0.518 2.292  -0.4195
C: 1.158 -2.452 0.812  0.3725
H: -0.251 -1.579 2.199  0.0664
Cl: -2.760 0.584 1.900  -0.1608
C: 0.054 -3.395 -1.291  1.7773
C: -1.313 -3.292 -0.599  -1.6223
O: 1.780 1.895 0.458  -0.7322
N: 0.163 -4.478 -2.260  -0.7726
Ir: 0.218 0.561 0.199  3.4983
C: -0.224 -2.365 1.449  -1.3551
C: -2.046 4.304 -0.523  -0.1622
H: 0.459 0.348 4.873  0.2717
O: 3.852 3.090 -0.729  -0.6899
F: 2.397 0.828 -4.672  -0.2604
H: 1.055 -4.510 0.234  0.6060
C: -3.388 2.985 0.949  -0.4409
N: 0.594 2.701 2.753  -0.1239
H: 0.652 3.421 3.451  0.2194
N: 1.606 -1.137 0.247  -0.6114
N: -1.248 -0.839 -0.261  -0.9230
Cl: -1.829 5.757 -1.420  -0.1867
H: -1.175 0.935 4.568  0.2217
O: 0.325 0.637 -1.835  -1.4304
H: 2.137 -3.559 -0.772  0.2632
C: 1.285 0.989 -3.952  0.4978
F: 0.930 2.263 -4.009  -0.2039
C: -1.204 2.092 0.182  -1.7043
C: 0.235 1.475 3.095  0.6364

Entry 3:
Here is a cluster of 2 separate species, C16H21ClFN2 in total in a non-equilibrium geometry from the OMol25 dataset. Energies are from ωB97M-V with the def2-TZVPD basis set.

Computed properties:
- energy relative to the best compared isomer or geometry (same formula, charge and spin) (kJ/mol) = 7.2
- LUMO level (hartree) = -0.097
- HOMO level (eV) = -9.99
- orbital gap (eV) = 7.3
- maximum force (eV/Å) = 2.24
- net charge = +1

Each line ends with the Mulliken charge.
Cartesian coordinates (Å):
H: 4.184 3.072 -3.278  0.3911
H: -5.409 -0.554 2.198  0.3153
H: 1.539 2.575 0.670  0.3348
C: -3.602 -1.232 3.248  -0.4896
C: 3.111 3.180 -3.429  -0.4017
N: 2.467 2.387 -2.361  -0.3293
H: 4.019 0.911 -2.540  0.4197
C: -2.733 -2.306 3.412  0.1326
C: 0.906 2.373 -2.457  -0.3590
F: -1.687 -2.114 1.378  -0.2932
H: -3.099 -0.252 3.242  0.3316
H: -6.273 -2.843 1.638  0.2789
C: -4.455 -3.785 2.441  -0.3932
Cl: 2.664 4.873 -3.335  -0.0838
C: 2.275 1.995 0.093  -0.6388
H: 3.043 1.505 0.712  0.3167
C: 0.372 1.474 -1.342  -0.6916
H: 2.643 3.931 -0.874  0.4461
C: -1.928 -4.419 2.842  -0.5188
H: -0.611 -1.375 2.931  0.3738
H: -0.135 0.603 -1.781  0.3148
H: 3.071 -0.461 -0.886  0.3170
H: -0.261 2.044 -0.647  0.3317
H: 0.232 -3.680 2.515  0.3430
C: 2.926 0.921 -2.558  -0.4515
C: -4.867 -1.426 2.612  -0.2926
C: -0.820 -3.604 2.840  -0.6151
C: -5.346 -2.704 2.300  -0.3948
H: -4.685 -4.693 1.837  0.2744
H: 1.571 -0.614 -1.951  0.3189
H: 4.015 2.809 -0.930  0.4121
C: -3.168 -3.638 3.032  0.4509
H: 0.567 3.413 -2.403  0.4156
H: -2.001 -5.407 2.468  0.4295
N: 1.507 0.924 -0.569  -0.2147
C: 2.921 2.874 -0.951  -0.4548
H: 2.789 2.760 -4.383  0.3897
C: -1.320 -2.207 2.775  0.0679
C: 2.303 0.055 -1.483  -0.6423
H: 2.605 0.642 -3.568  0.4420
H: 0.669 1.992 -3.459  0.4167

Entry 4:
Here is an isolated molecule of C16H21ClN2O4S2 from the OMol25 dataset. Energies are from ωB97M-V with the def2-TZVPD basis set.

Computed properties:
- SMILES string = COCCN(CCOC)c1nc(S(=O)(=O)c2ccc(C)cc2)c(Cl)s1
- energy relative to the best compared isomer or geometry (same formula, charge and spin) (kJ/mol) = 0.4
- LUMO level (hartree) = 0.018
- HOMO level (eV) = -8.15
- orbital gap (eV) = 8.6
- maximum force (eV/Å) = 0.89
- net charge = 0

Each line ends with the Mulliken charge.
Cartesian coordinates (Å):
C: 1.255 0.565 1.297  -0.9176
H: -1.389 -3.110 -1.976  0.3828
H: 0.405 -4.734 -1.762  0.3793
O: -2.067 1.428 -3.984  -0.6696
C: 0.452 -0.747 1.181  0.0459
S: -1.069 3.698 0.163  -0.2382
C: -2.741 1.062 2.205  -0.3643
C: -1.300 3.380 -1.549  0.4671
C: 1.945 -2.267 2.225  -0.8698
O: -2.195 2.034 3.065  -0.3896
H: -0.827 2.267 4.504  0.4145
N: -0.076 1.549 -0.886  -0.0208
Cl: -2.152 4.405 -2.589  -0.1969
H: 1.151 2.391 3.199  0.4249
C: 1.157 -3.961 -1.624  -1.3764
H: -2.199 0.982 1.258  0.0544
S: -0.707 1.455 -3.519  1.4273
H: 1.886 0.640 0.406  0.1487
H: 1.892 0.318 -3.318  0.4668
C: -0.157 -0.186 -3.091  0.1450
C: 1.617 -1.683 -2.559  -0.6808
C: -1.094 -1.129 -2.722  -0.5562
H: -0.214 -0.860 2.050  0.1617
H: -0.144 -0.710 0.267  0.0241
H: -0.716 0.711 3.646  0.2696
C: 0.212 2.408 2.638  -1.1474
O: 0.269 2.128 -4.330  -0.6803
C: -0.158 2.182 0.243  0.3728
C: 1.196 -0.448 -3.015  -0.4896
H: 2.381 -3.243 2.021  0.2530
C: -0.701 2.214 -1.887  -0.6012
H: 2.748 -1.571 2.487  0.3229
C: -0.890 1.788 3.522  -0.3268
O: 1.268 -1.883 1.051  -0.1483
H: 1.884 0.545 2.189  0.5517
H: 2.085 -4.276 -2.095  0.3938
N: 0.422 1.745 1.374  0.2794
H: 1.254 -2.351 3.072  0.3514
H: -3.762 1.382 2.006  0.2519
H: -2.142 -0.883 -2.802  0.4852
C: -0.665 -2.363 -2.268  -0.7068
H: -0.060 3.448 2.442  0.4746
C: 0.693 -2.650 -2.173  1.0135
H: 2.672 -1.902 -2.490  0.4062
H: -2.759 0.076 2.687  0.2940
H: 1.339 -3.843 -0.556  0.1181

> Which value of net charge does entry 2 give?

0

> Number 4 is which compound?

C16H21ClN2O4S2

Copy entry 4 word for word.
Here is an isolated molecule of C16H21ClN2O4S2 from the OMol25 dataset. Energies are from ωB97M-V with the def2-TZVPD basis set.

Computed properties:
- SMILES string = COCCN(CCOC)c1nc(S(=O)(=O)c2ccc(C)cc2)c(Cl)s1
- energy relative to the best compared isomer or geometry (same formula, charge and spin) (kJ/mol) = 0.4
- LUMO level (hartree) = 0.018
- HOMO level (eV) = -8.15
- orbital gap (eV) = 8.6
- maximum force (eV/Å) = 0.89
- net charge = 0

Each line ends with the Mulliken charge.
Cartesian coordinates (Å):
C: 1.255 0.565 1.297  -0.9176
H: -1.389 -3.110 -1.976  0.3828
H: 0.405 -4.734 -1.762  0.3793
O: -2.067 1.428 -3.984  -0.6696
C: 0.452 -0.747 1.181  0.0459
S: -1.069 3.698 0.163  -0.2382
C: -2.741 1.062 2.205  -0.3643
C: -1.300 3.380 -1.549  0.4671
C: 1.945 -2.267 2.225  -0.8698
O: -2.195 2.034 3.065  -0.3896
H: -0.827 2.267 4.504  0.4145
N: -0.076 1.549 -0.886  -0.0208
Cl: -2.152 4.405 -2.589  -0.1969
H: 1.151 2.391 3.199  0.4249
C: 1.157 -3.961 -1.624  -1.3764
H: -2.199 0.982 1.258  0.0544
S: -0.707 1.455 -3.519  1.4273
H: 1.886 0.640 0.406  0.1487
H: 1.892 0.318 -3.318  0.4668
C: -0.157 -0.186 -3.091  0.1450
C: 1.617 -1.683 -2.559  -0.6808
C: -1.094 -1.129 -2.722  -0.5562
H: -0.214 -0.860 2.050  0.1617
H: -0.144 -0.710 0.267  0.0241
H: -0.716 0.711 3.646  0.2696
C: 0.212 2.408 2.638  -1.1474
O: 0.269 2.128 -4.330  -0.6803
C: -0.158 2.182 0.243  0.3728
C: 1.196 -0.448 -3.015  -0.4896
H: 2.381 -3.243 2.021  0.2530
C: -0.701 2.214 -1.887  -0.6012
H: 2.748 -1.571 2.487  0.3229
C: -0.890 1.788 3.522  -0.3268
O: 1.268 -1.883 1.051  -0.1483
H: 1.884 0.545 2.189  0.5517
H: 2.085 -4.276 -2.095  0.3938
N: 0.422 1.745 1.374  0.2794
H: 1.254 -2.351 3.072  0.3514
H: -3.762 1.382 2.006  0.2519
H: -2.142 -0.883 -2.802  0.4852
C: -0.665 -2.363 -2.268  -0.7068
H: -0.060 3.448 2.442  0.4746
C: 0.693 -2.650 -2.173  1.0135
H: 2.672 -1.902 -2.490  0.4062
H: -2.759 0.076 2.687  0.2940
H: 1.339 -3.843 -0.556  0.1181

> The highest maximum force belongs to which entry?

C16H21Cl3OSeTi